Computed, not measured: C41H36F3N6O4TeZr as an isolated structure, with wB97M-V/def2-TZVPD.

Geometry as XYZ:
```
92
Properties=species:S:1:pos:R:3:forces:R:3:lowdin_charge:R:1
Zr -0.824136 -1.972056 -0.754892 -0.2 -0.3 0.1 1.8315
C 2.960387 1.892346 4.154390 0.0 0.0 0.0 -0.0303
C 2.281123 1.239725 2.981798 0.0 0.1 0.0 -0.2298
C 1.919248 -0.082075 2.988000 0.0 -0.1 -0.1 0.0384
C 1.255034 -0.678998 1.887454 0.0 0.1 0.0 -0.0511
C 0.976498 -2.088629 1.838215 -0.1 0.0 0.0 -0.2066
O 0.611904 -2.652631 0.764506 0.0 0.1 0.2 -0.1151
C 1.119383 -2.969948 3.013499 0.0 -0.1 -0.1 -0.1506
C 1.679414 -4.235651 2.835435 0.0 0.0 0.0 -0.0137
C 1.768272 -5.108549 3.903929 0.0 0.0 0.0 -0.0568
C 1.263898 -4.738048 5.144917 0.0 0.0 0.0 -0.0564
C 0.674893 -3.494115 5.316707 0.0 0.0 0.0 -0.0523
C 0.609953 -2.603577 4.256645 0.0 0.0 0.1 -0.0228
C 0.985634 0.107292 0.744545 0.1 0.0 0.2 -0.2518
O 0.324129 -0.345999 -0.293387 0.1 0.0 -0.2 -0.2621
C 1.431694 1.441877 0.707345 -0.1 0.0 0.0 -0.0958
C 2.027995 1.990867 1.817803 0.0 0.0 0.0 0.0595
C 1.253399 2.201633 -0.572785 0.1 0.0 0.0 -0.2186
N 2.197928 2.421236 -1.389536 0.0 0.0 0.0 0.1006
C 3.537950 1.911976 -1.148220 0.0 0.0 0.0 -0.3042
C 4.451651 2.873139 -0.400333 0.1 0.0 0.0 -0.4942
Te 4.356265 4.948199 -0.959098 0.0 0.0 0.0 1.2643
C 2.902839 5.360129 0.518538 0.0 0.0 0.0 -0.5831
C 3.296730 5.522807 1.845636 0.0 0.0 0.0 -0.1626
C 2.345463 5.705378 2.841393 0.0 0.0 0.0 -0.0946
C 0.995827 5.733589 2.517259 0.0 0.0 0.0 -0.0808
C 0.599106 5.594758 1.193637 0.0 0.0 0.0 -0.0777
C 1.549953 5.413259 0.197799 0.0 0.0 0.0 -0.1552
C -0.122187 2.641427 -0.945246 0.0 0.0 0.0 -0.1843
C -0.344803 3.228816 -2.192385 0.0 0.0 0.0 -0.0464
C -1.632124 3.539861 -2.597264 0.0 0.0 0.0 -0.0883
C -2.715189 3.261477 -1.767709 0.0 0.0 0.0 -0.0760
C -2.500055 2.696080 -0.518643 0.0 0.0 0.0 -0.0775
C -1.204662 2.397626 -0.106080 0.0 0.1 0.0 -0.0499
H 3.129358 1.182783 4.962740 0.0 0.0 0.0 0.0804
H 2.355170 2.712673 4.543671 0.0 0.0 0.0 0.0844
H 3.924915 2.312748 3.864004 0.0 0.0 0.0 0.0857
H 2.171870 -0.694443 3.842804 0.0 0.0 0.0 0.1196
H 2.050535 -4.522507 1.859684 0.0 0.0 0.0 0.1222
H 2.220319 -6.081969 3.770550 0.0 0.0 0.0 0.1123
H 1.322244 -5.426262 5.977514 0.0 0.0 0.0 0.1120
H 0.260877 -3.218103 6.276889 0.0 0.0 0.0 0.1129
H 0.127291 -1.643004 4.384729 0.0 0.0 0.0 0.1271
H 2.317092 3.036792 1.793820 0.0 0.0 0.0 0.1068
H 3.970296 1.715859 -2.131042 0.0 0.0 0.0 0.1053
H 3.520103 0.962615 -0.594119 0.0 0.0 0.0 0.1135
H 5.485985 2.554638 -0.524451 0.0 0.0 0.0 0.0438
H 4.239509 2.875311 0.668147 0.0 0.0 0.0 0.0269
H 4.349889 5.509493 2.098840 0.0 0.0 0.0 0.0943
H 2.661347 5.834794 3.868858 0.0 0.0 0.0 0.1067
H 0.255568 5.878650 3.293361 0.0 0.0 0.0 0.1061
H -0.451179 5.624164 0.932890 0.0 0.0 0.0 0.1075
H 1.236499 5.296842 -0.831839 0.0 0.0 0.0 0.0862
H 0.507780 3.426661 -2.828966 0.0 0.0 0.0 0.1129
H -1.795989 4.007639 -3.560492 0.0 0.0 0.0 0.1075
H -3.721143 3.497085 -2.090601 0.0 0.0 0.0 0.1084
H -3.328664 2.467011 0.137794 0.0 0.0 0.0 0.1012
H -1.057161 1.953291 0.869349 0.0 0.0 0.0 0.1170
N -1.339194 -0.184385 -2.228945 0.0 -0.1 0.0 0.0171
C -2.333626 -0.426156 -3.237770 0.0 0.0 0.0 -0.2327
C -2.538844 0.393902 -4.309011 0.0 0.0 0.0 0.0032
C -3.572342 0.114279 -5.227479 0.0 0.0 0.0 -0.0443
C -4.396021 -0.955693 -5.031738 0.0 0.0 0.0 -0.0098
C -4.203171 -1.815007 -3.924068 0.0 0.0 0.0 -0.1344
C -5.037430 -2.922848 -3.654858 0.0 0.0 0.0 0.0242
C -4.788950 -3.690822 -2.557688 0.0 0.0 0.0 -0.0065
C -3.684607 -3.385468 -1.743892 0.0 0.0 0.0 -0.0723
N -2.862511 -2.382053 -1.969280 -0.1 0.0 0.0 0.0207
C -3.140233 -1.565551 -3.035457 0.0 0.0 0.0 -0.1606
H -0.519684 0.301294 -2.589676 0.0 0.0 0.0 0.1138
H -1.712630 0.467837 -1.528460 0.0 0.0 0.0 0.0685
H -1.923505 1.277212 -4.431773 0.0 0.0 0.0 0.1140
H -3.721864 0.771077 -6.073083 0.0 0.0 0.0 0.1159
H -5.209262 -1.161751 -5.715473 0.0 0.0 0.0 0.1238
H -5.867886 -3.136371 -4.316048 0.0 0.0 0.0 0.1305
H -5.411061 -4.534670 -2.297980 0.0 0.0 0.0 0.1202
H -3.490775 -3.990200 -0.871253 0.0 0.0 0.0 0.1113
F -2.252836 -6.545864 0.086680 0.0 0.0 0.0 0.1706
C -1.231790 -5.870055 0.635519 0.0 0.0 0.0 -0.5550
F -0.100892 -6.519056 0.367721 0.0 0.0 0.0 0.1766
F -1.407114 -5.825273 1.948483 0.0 0.0 0.0 0.1899
C -1.206940 -4.455922 0.029851 0.0 0.1 -0.2 -0.5458
O -0.581770 -4.248107 -1.043944 0.0 -0.1 0.1 -0.0709
O -1.838078 -3.530481 0.581987 0.0 -0.1 0.1 -0.0668
N -3.126488 -0.179771 1.097729 0.0 0.0 -0.1 0.0281
C -2.365401 -0.785328 0.473415 0.1 0.0 0.2 -0.3273
N -0.030393 -2.646739 -3.312910 0.0 0.1 0.1 -0.0150
N 0.937005 -2.464147 -2.256424 0.2 0.2 0.0 -0.1122
H 0.214663 -3.434214 -3.904577 0.0 0.0 0.0 0.1093
H -0.041870 -1.812711 -3.888733 0.0 0.0 0.0 0.0885
H 1.736276 -1.896527 -2.523831 0.0 -0.1 -0.1 0.1209
H 1.263301 -3.376409 -1.955042 0.0 -0.1 0.0 0.0997
```
Positions in Å, forces in eV/Å.

Its net charge is +1. The calculation puts the HOMO-LUMO gap at 0.2347 hartree. For the total energy, the calculation gives -76958.1852 eV. The relative energy (zero: lowest compared OMol25 entry of this formula, charge and spin) is 3.4 kcal/mol. The calculation puts the LUMO energy at -3.262 eV.

---

Computed, not measured: one molecule with the formula C5H12N2, with wB97M-V/def2-TZVPD.

Geometry as XYZ:
```
19
Properties=species:S:1:pos:R:3:forces:R:3:lowdin_charge:R:1
C -2.102400 -0.383148 2.072786 -0.4 0.7 0.3 -0.1240
C -1.900380 -1.286188 0.864797 -0.3 -0.7 0.2 -0.2756
C -1.094274 -0.622672 -0.233830 -0.1 0.6 -0.4 -0.2257
C 0.363121 -0.412089 0.157982 0.0 0.9 -1.9 -0.2325
N 1.200598 -0.207966 -1.034226 1.4 -1.9 1.1 0.0066
C 2.072884 0.671256 -1.228524 -0.5 1.6 -0.6 -0.3115
N 1.904338 2.048365 -1.040492 0.3 -1.2 1.2 0.0697
H -1.240962 -0.245463 2.729784 0.2 -0.4 -0.1 0.0681
H -2.937780 -0.712647 2.693980 0.1 -0.1 0.0 0.0665
H -2.344016 0.646084 1.777860 -0.1 -0.2 -0.2 0.0719
H -2.868033 -1.673048 0.523682 0.0 0.6 -0.2 0.1028
H -1.443130 -2.227936 1.197879 0.4 0.2 -0.1 0.1053
H -1.150771 -1.076274 -1.228400 0.2 -0.7 0.4 0.1082
H -1.507948 0.364203 -0.481737 -0.1 0.1 0.4 0.1083
H 0.484950 0.480159 0.770092 -0.2 -0.2 0.8 0.0992
H 0.796454 -1.303791 0.608146 -0.2 0.1 0.5 0.1139
H 3.097106 0.458523 -1.554617 -0.4 -0.3 -1.0 0.1074
H 1.248133 2.261264 -0.311147 -0.4 0.8 -0.5 0.0686
H 2.231942 2.699471 -1.723825 0.1 0.3 0.3 0.0730
```
Positions in Å, forces in eV/Å.

The calculation puts the HOMO-LUMO gap at 0.3315 hartree. For the total energy, the calculation gives -8358.2681 eV. The relative energy (zero: lowest compared OMol25 entry of this formula, charge and spin) is 43.1 kcal/mol. The calculation puts the LUMO energy at 0.990 eV.

---

Computed, not measured: C52H51Cl3N2O2S2Sb2SiY as an isolated structure, with wB97M-V/def2-TZVPD.

Geometry as XYZ:
```
116
Properties=species:S:1:pos:R:3:forces:R:3:lowdin_charge:R:1
Y -0.847868 -0.250205 -0.375380 -1.1 -0.1 0.7 0.9151
C 1.178022 -4.026503 1.550192 0.0 -0.1 -0.1 -0.0133
C 0.180768 -3.072235 0.955222 -0.3 0.1 0.0 -0.2430
N 0.285957 -1.791428 1.122503 0.5 -0.4 -0.1 -0.0562
N 1.354276 -1.407090 1.952548 -0.2 0.1 -0.1 -0.0605
C 1.273412 -0.184349 2.340391 0.0 0.2 -0.1 -1.1127
S 0.059964 1.002028 1.959200 0.2 0.0 0.1 0.4320
S 2.564654 0.501927 3.346428 -0.3 0.1 0.0 0.8837
C 3.479630 -0.952231 3.905804 0.3 -0.3 0.0 -0.4314
C 3.132188 -1.402033 5.299355 0.0 0.1 0.0 -0.2908
C 1.979463 -2.142569 5.549945 0.0 0.1 0.0 -0.0410
C 1.655185 -2.532352 6.839027 0.0 0.0 0.0 -0.0857
C 2.478071 -2.187690 7.904118 0.0 0.0 0.0 -0.1060
C 3.623505 -1.444893 7.666041 0.0 0.0 0.0 -0.0966
C 3.944362 -1.054834 6.372510 0.0 0.0 0.0 -0.0555
C -0.954943 -3.631841 0.191320 0.3 -0.1 0.0 -0.1148
C -0.829621 -4.914227 -0.366211 -0.1 0.0 0.0 -0.0598
C -1.863344 -5.523026 -1.043067 0.0 0.1 0.0 -0.1128
C -3.083437 -4.850876 -1.149757 0.0 -0.1 0.0 -0.0941
C -3.243729 -3.597146 -0.610189 0.0 0.0 0.0 -0.0211
C -2.181123 -2.936379 0.039366 0.0 0.2 0.1 -0.3758
O -2.333440 -1.701213 0.452917 -0.1 0.0 -0.2 -0.3227
H 2.069481 -4.040841 0.915613 0.0 0.0 0.0 0.0885
H 1.497288 -3.704143 2.531905 0.0 0.1 0.1 0.0565
H 0.770915 -5.031102 1.613074 0.0 0.0 0.0 0.0723
H 3.298165 -1.735884 3.169928 0.0 0.0 0.0 0.0693
H 4.536255 -0.683261 3.861425 0.0 0.0 0.0 0.0719
H 1.324465 -2.382074 4.724935 -0.1 -0.1 -0.1 0.1036
H 0.751599 -3.103016 7.014430 0.0 0.0 0.0 0.1000
H 2.224044 -2.492138 8.911555 0.0 0.0 0.0 0.0944
H 4.270794 -1.165762 8.488418 0.0 0.0 0.0 0.0963
H 4.841998 -0.473065 6.194594 0.0 0.0 0.0 0.1079
H 0.118502 -5.429166 -0.286569 0.0 0.0 0.0 0.0973
H -1.727914 -6.498871 -1.489610 0.0 0.0 0.0 0.0927
H -3.909081 -5.312102 -1.679821 0.0 0.0 0.0 0.0997
H -4.175125 -3.054432 -0.718032 0.0 0.0 0.0 0.1077
Cl -4.873334 -1.340830 -6.897974 0.1 0.0 0.1 0.6161
C -3.797780 -1.371773 -5.517256 -0.1 0.0 -0.1 -0.6797
C -3.908923 -0.400723 -4.541778 0.0 0.0 0.0 -0.1429
C -3.042212 -0.466704 -3.470564 0.0 0.2 0.1 -0.5295
Cl -3.131926 0.762100 -2.221844 0.0 -0.1 -0.2 0.6712
C -2.041543 -1.442677 -3.285874 0.0 -0.1 0.0 -0.4821
O -1.257632 -1.452740 -2.268553 0.1 0.3 0.2 -0.2641
C -1.992457 -2.400583 -4.327602 0.0 -0.1 0.0 -0.5561
Cl -0.805403 -3.662897 -4.236941 -0.1 0.1 0.0 0.7371
C -2.843161 -2.370681 -5.413094 0.0 0.0 -0.1 -0.1423
H -4.646547 0.385479 -4.613814 0.0 0.0 0.0 0.1027
H -2.755137 -3.127483 -6.179776 0.0 0.0 0.0 0.1008
C -3.628992 0.004809 3.234775 0.0 0.0 0.2 -0.3070
Sb -3.505346 0.866953 1.308548 0.5 0.0 -0.4 1.3012
C -5.362019 0.116911 0.591517 -0.2 -0.1 0.1 -0.3207
C -4.257636 2.830428 1.788056 -0.1 0.2 0.2 -0.3345
C -3.235712 3.700076 2.457634 -0.1 -0.1 -0.1 -0.2886
C -3.143777 3.663379 3.849298 0.0 0.0 0.0 -0.0616
C -2.220173 4.422925 4.543929 0.0 0.0 0.0 -0.0911
C -1.368087 5.263227 3.842578 0.0 0.0 0.0 -0.0895
C -1.449164 5.311519 2.462737 0.0 0.0 0.0 -0.0727
C -2.356278 4.530056 1.744087 0.0 0.0 -0.1 -0.2856
C -2.325879 4.602554 0.244294 -0.1 0.2 0.1 -0.3214
Sb -0.886538 3.243941 -0.639246 0.2 -0.6 0.1 1.2666
C 0.802171 4.102315 0.308590 0.1 0.1 0.0 -0.3105
C -0.597081 4.283237 -2.474081 -0.1 0.2 -0.1 -0.3251
H -4.539414 0.341371 3.732483 0.0 -0.1 0.0 0.0040
H -2.753221 0.267926 3.824728 0.0 0.0 0.0 -0.0014
H -3.652112 -1.075722 3.098047 0.0 0.0 0.0 0.0061
H -6.152011 0.365246 1.302193 0.0 0.0 0.0 0.0034
H -5.278771 -0.965020 0.499140 0.0 0.0 0.0 -0.0047
H -5.601005 0.535837 -0.384534 0.0 0.0 0.0 -0.0143
H -5.113367 2.677835 2.449533 0.0 0.0 0.0 0.0599
H -4.629332 3.262424 0.858320 0.0 0.0 0.0 0.0482
H -3.821047 3.015092 4.394961 0.0 0.0 0.0 0.1063
H -2.168853 4.361434 5.623507 0.0 0.0 0.0 0.0975
H -0.640387 5.872875 4.362780 0.0 0.0 0.0 0.0982
H -0.782100 5.964212 1.911660 0.0 0.0 0.0 0.1039
H -1.974384 5.586782 -0.074384 -0.1 0.0 0.0 0.0587
H -3.304183 4.436115 -0.205192 0.0 0.0 0.0 0.0458
H 0.828262 5.168236 0.073829 0.1 0.0 0.0 0.0143
H 1.694907 3.615898 -0.077588 0.0 0.0 0.0 -0.0206
H 0.757183 3.942273 1.382987 0.0 0.0 0.0 -0.0102
H -0.385372 5.329453 -2.249878 0.0 0.0 -0.1 0.0027
H -1.467591 4.214343 -3.125772 0.0 0.0 0.0 0.0016
H 0.254133 3.834622 -2.986181 0.0 0.0 0.0 -0.0104
C 3.836313 -4.017339 -1.681259 0.0 0.0 0.0 -0.1158
C 2.479141 -3.959806 -1.975341 0.0 0.0 0.0 -0.1076
C 1.831154 -2.735160 -2.049519 0.0 0.0 0.0 -0.1305
C 2.513462 -1.527362 -1.852606 0.1 -0.1 0.0 -0.2873
C 3.877855 -1.612533 -1.565662 0.0 0.0 0.0 -0.0983
C 4.532924 -2.835956 -1.474812 0.0 0.0 0.0 -0.1027
Si 1.520233 0.105914 -1.940420 0.5 0.1 -0.1 0.6767
C 2.790044 1.456335 -1.497476 0.1 0.0 0.0 -0.3093
C 3.368158 1.455721 -0.220945 0.0 0.0 0.0 -0.1423
C 4.231656 2.456473 0.195398 0.0 0.0 0.0 -0.0993
C 4.538640 3.508456 -0.660458 0.0 0.0 0.0 -0.1147
C 3.978074 3.538602 -1.928894 0.0 0.0 0.0 -0.1073
C 3.120784 2.521548 -2.338795 0.0 0.0 -0.1 -0.1108
C 1.220016 0.346171 -3.806479 0.0 0.0 -0.1 -0.2948
C 0.091944 1.032238 -4.260077 0.0 0.0 0.0 -0.1327
C -0.173604 1.202491 -5.613549 0.0 0.0 0.0 -0.0915
C 0.697567 0.677366 -6.556037 0.0 0.0 0.0 -0.1064
C 1.830501 -0.007754 -6.134725 0.0 0.0 0.0 -0.0959
C 2.082757 -0.168823 -4.779440 0.0 0.0 0.0 -0.0893
H 4.345083 -4.972049 -1.614982 0.0 0.0 0.0 0.0911
H 1.917688 -4.872405 -2.145295 0.0 0.0 0.0 0.0951
H 0.770590 -2.721232 -2.275386 0.0 0.0 0.0 0.0370
H 4.448589 -0.704662 -1.406678 0.0 0.0 0.0 0.0903
H 5.592541 -2.863483 -1.246577 0.0 0.0 0.0 0.0923
H 3.127051 0.659124 0.475776 0.0 0.0 0.0 0.0692
H 4.645541 2.423380 1.196566 0.0 0.0 0.0 0.0940
H 5.203150 4.300820 -0.336591 0.0 0.0 0.0 0.0914
H 4.210060 4.354989 -2.603533 0.0 0.0 0.0 0.0933
H 2.703256 2.559802 -3.340591 0.0 0.0 0.0 0.0923
H -0.612517 1.432903 -3.534899 0.0 0.0 0.0 0.0537
H -1.068564 1.725911 -5.930276 0.0 0.0 0.0 0.0986
H 0.490719 0.792250 -7.613489 0.0 0.0 0.0 0.0923
H 2.512353 -0.427415 -6.865361 0.0 0.0 0.0 0.0941
H 2.962776 -0.723492 -4.470019 0.0 0.0 0.0 0.1009
```
Positions in Å, forces in eV/Å.

Its net charge is -1. The calculation puts the HOMO-LUMO gap at 0.2492 hartree. For the total energy, the calculation gives -143067.4559 eV. The relative energy (zero: lowest compared OMol25 entry of this formula, charge and spin) is 0.0 kcal/mol. The calculation puts the LUMO energy at 2.286 eV.

---

Q: Look up the relative energy (zero: lowest compared OMol25 entry of this formula, charge and spin) of the second one.
A: 43.1 kcal/mol